Entry 1:
The following is a DFT calculation (wB97M-V/def2-TZVPD) of 8 unconnected molecules or ions with the total composition C24H48O28S4 in a non-equilibrium geometry.

Summary:
Kohn-Sham gap, eV: 9.965
ΔE to the lowest compared entry with this formula, charge and spin, eV: 0.000
E_LUMO, Eh: -0.0054

Each line ends with the Mulliken charge.
CARTESIAN COORDINATES (ANGSTROEM)
C1 -13.80 -22.58 9.15  -1.052
C2 -13.16 -21.28 8.84  0.404
O1 -11.98 -21.12 9.73  -0.451
C3 -10.86 -21.80 9.45  0.125
O2 -10.74 -22.39 8.42  0.405
O3 -9.94 -21.66 10.39  -0.357
C4 -10.23 -20.89 11.67  -0.760
H1 -14.17 -22.60 10.17  0.329
H2 -13.22 -23.48 8.96  0.007
H3 -14.69 -22.82 8.53  0.391
H4 -13.77 -20.44 9.09  0.423
H5 -12.88 -21.21 7.79  -0.322
H6 -10.20 -19.81 11.50  0.291
H7 -9.34 -21.18 12.25  0.286
H8 -11.16 -21.22 12.08  0.339
C5 -15.57 -21.48 5.33  -0.875
C6 -14.51 -20.73 4.51  -0.537
O4 -13.40 -20.37 5.36  0.021
C7 -13.40 -19.21 6.01  0.512
O5 -14.39 -18.51 6.25  -0.628
O6 -12.11 -18.98 6.35  -0.025
C8 -11.83 -17.77 7.03  -0.856
H9 -16.25 -20.72 5.69  0.397
H10 -15.21 -21.93 6.26  0.003
H11 -16.16 -22.11 4.63  0.361
H12 -14.97 -19.89 4.04  0.540
H13 -13.91 -21.30 3.80  0.295
H14 -10.82 -17.77 7.46  0.216
H15 -12.53 -17.74 7.86  0.342
H16 -11.99 -16.93 6.37  0.330
C9 -6.60 -20.39 7.82  -1.559
C10 -7.34 -21.37 7.00  0.791
O7 -6.41 -22.22 6.31  -0.389
C11 -5.95 -21.90 5.12  1.025
O8 -6.46 -20.93 4.51  -0.667
O9 -5.01 -22.65 4.68  -0.388
C12 -4.58 -22.41 3.34  -0.462
H17 -6.23 -19.62 7.14  0.350
H18 -5.73 -20.80 8.33  0.368
H19 -7.26 -19.86 8.51  0.363
H20 -8.05 -20.91 6.31  0.303
H21 -7.86 -22.02 7.73  -0.405
H22 -4.13 -23.36 3.04  0.270
H23 -3.79 -21.66 3.33  0.332
H24 -5.39 -22.05 2.70  0.013
C13 -4.24 -20.95 -3.89  -1.190
C14 -5.49 -21.76 -3.61  -0.180
O10 -5.60 -21.82 -2.13  -0.277
C15 -6.63 -22.47 -1.62  0.615
O11 -7.72 -22.71 -2.11  -0.588
O12 -6.37 -22.53 -0.29  -0.201
C16 -7.45 -23.07 0.50  -0.366
H25 -4.00 -21.01 -4.95  0.367
H26 -3.35 -21.28 -3.33  0.308
H27 -4.33 -19.91 -3.60  0.299
H28 -5.33 -22.73 -4.05  0.309
H29 -6.37 -21.23 -3.95  0.298
H30 -7.54 -24.14 0.36  0.597
H31 -8.40 -22.59 0.30  0.409
H32 -7.21 -22.83 1.54  -0.452
C17 -7.05 -25.86 5.80  0.226
C18 -5.49 -25.95 5.43  -0.184
O13 -5.46 -26.35 3.99  -0.387
S1 -6.97 -26.22 3.36  0.895
O14 -7.26 -27.26 2.42  -0.631
O15 -7.18 -24.83 3.03  -0.013
O16 -7.72 -26.56 4.76  -0.412
H33 -7.39 -24.84 5.71  -0.266
H34 -7.24 -26.38 6.71  0.381
H35 -4.94 -26.73 5.95  0.338
H36 -4.99 -24.97 5.56  0.138
C19 -6.22 -19.12 1.91  -0.017
C20 -7.68 -19.53 2.31  0.730
O17 -8.65 -18.89 1.34  -0.301
S2 -7.80 -17.96 0.30  0.959
O18 -8.48 -16.66 0.15  -0.584
O19 -7.43 -18.71 -0.94  -0.472
O20 -6.47 -17.82 1.24  -0.397
H37 -5.80 -19.78 1.15  0.280
H38 -5.57 -18.90 2.77  0.186
H39 -7.99 -19.09 3.27  0.251
H40 -7.75 -20.60 2.29  -0.534
C21 -9.93 -24.84 10.52  -0.182
C22 -8.99 -25.10 9.29  0.264
O21 -9.81 -25.72 8.20  -0.200
S3 -11.30 -26.02 8.77  0.980
O22 -11.39 -27.38 9.34  -0.607
O23 -12.26 -25.61 7.81  -0.489
O24 -11.24 -24.79 9.88  -0.270
H41 -9.84 -23.83 10.94  0.021
H42 -9.90 -25.57 11.33  0.309
H43 -8.16 -25.77 9.50  0.468
H44 -8.61 -24.24 8.78  -0.311
C23 -11.82 -23.31 5.19  0.327
C24 -10.40 -23.39 5.89  0.406
O25 -9.56 -24.00 4.85  -0.251
S4 -9.84 -23.11 3.48  1.152
O26 -9.81 -23.96 2.29  -0.628
O27 -9.03 -21.93 3.53  -0.464
O28 -11.40 -22.75 3.88  -0.360
H45 -12.48 -22.58 5.67  -0.209
H46 -12.20 -24.33 5.10  0.330
H47 -10.49 -24.08 6.73  -0.564
H48 -9.98 -22.40 6.15  0.047

***

Entry 2:
The following is a DFT calculation (wB97M-V/def2-TZVPD) of 8 unconnected molecules or ions with the total composition C27H65BrClIN2O10PS7 in a non-equilibrium geometry.

Summary:
Kohn-Sham gap, eV: 5.050
ΔE to the lowest compared entry with this formula, charge and spin, eV: 4.833
E_LUMO, Eh: -0.1692
Charge: +1

Each line ends with the Mulliken charge.
CARTESIAN COORDINATES (ANGSTROEM)
C1 8.51 0.46 0.66  -1.013
C2 7.04 0.09 0.14  0.121
O1 7.05 -0.94 -0.94  -0.310
N1 5.96 -1.70 -0.68  0.420
C3 4.58 -1.23 -0.83  -0.168
P1 3.85 0.41 -1.42  0.139
O2 3.93 1.54 -0.10  -0.432
Br1 5.20 1.10 -3.13  -0.191
C4 3.75 -2.44 -0.38  0.586
C5 2.18 -2.68 -0.23  -0.366
C6 1.31 -2.32 -1.53  -0.554
C7 0.06 -1.44 -1.06  -0.481
C8 -0.89 -2.15 0.02  -0.454
C9 -1.81 -1.08 0.84  -0.637
C10 -2.82 -0.26 -0.11  -0.362
C11 -4.34 -0.81 0.08  -0.200
O3 -4.94 -0.97 -1.24  -0.454
C12 -5.88 0.08 -1.54  -0.466
N2 4.65 -3.53 -0.03  -0.251
I1 4.33 -5.44 0.63  0.406
C13 6.01 -3.08 -0.22  -0.042
Cl1 7.45 -4.13 0.09  -0.054
H1 8.73 -0.22 1.56  0.257
H2 8.44 1.53 1.09  0.313
H3 9.32 0.39 -0.15  0.353
H4 6.45 0.99 -0.23  0.082
H5 6.52 -0.44 1.03  0.237
H6 4.10 2.41 -0.55  0.369
H7 1.80 -1.98 0.62  0.291
H8 1.91 -3.74 0.09  0.040
H9 1.91 -1.74 -2.33  0.344
H10 0.97 -3.32 -2.00  0.351
H11 0.48 -0.45 -0.65  0.109
H12 -0.56 -1.13 -1.99  0.371
H13 -0.33 -2.74 0.83  0.243
H14 -1.59 -2.92 -0.49  0.248
H15 -1.12 -0.37 1.44  0.228
H16 -2.39 -1.72 1.60  0.389
H17 -2.53 -0.38 -1.21  0.215
H18 -2.86 0.84 0.21  0.259
H19 -4.95 -0.10 0.75  0.084
H20 -4.35 -1.84 0.59  0.315
H21 -6.94 -0.33 -1.43  0.180
H22 -5.76 1.02 -0.89  0.218
H23 -5.79 0.44 -2.63  0.254
C14 12.73 2.76 2.48  -1.022
S1 11.52 1.43 2.38  0.608
O4 10.36 1.81 3.25  -0.612
C15 12.50 0.21 3.28  -0.978
H24 12.31 3.65 2.00  0.321
H25 12.96 2.98 3.52  0.330
H26 13.64 2.46 1.95  0.369
H27 12.74 0.60 4.28  0.329
H28 13.42 0.00 2.73  0.376
H29 11.91 -0.70 3.38  0.291
C16 -6.90 3.39 3.44  -0.759
S2 -7.13 2.02 2.29  0.557
O5 -5.92 1.98 1.40  -0.637
C17 -8.46 2.79 1.34  -0.934
H30 -6.07 3.14 4.11  0.067
H31 -6.66 4.30 2.89  0.331
H32 -7.81 3.53 4.03  0.410
H33 -8.12 3.74 0.93  0.359
H34 -9.32 2.95 1.99  0.402
H35 -8.74 2.12 0.53  0.199
C18 -2.94 0.69 6.27  -0.984
S3 -3.65 2.07 5.35  0.471
O6 -5.14 1.95 5.43  -0.634
C19 -3.15 1.48 3.72  -0.927
H36 -3.17 0.82 7.33  0.352
H37 -3.38 -0.25 5.92  0.304
H38 -1.86 0.67 6.13  0.365
H39 -3.57 0.49 3.53  0.258
H40 -2.06 1.44 3.66  0.462
H41 -3.52 2.18 2.97  0.306
C20 -11.75 3.64 -3.01  -0.948
S4 -11.21 2.18 -2.09  0.498
O7 -11.03 2.59 -0.67  -0.612
C21 -9.57 2.09 -2.85  -0.766
H42 -12.75 3.91 -2.67  0.336
H43 -11.07 4.48 -2.82  0.296
H44 -11.78 3.42 -4.07  0.340
H45 -9.03 3.02 -2.67  0.426
H46 -9.67 1.91 -3.92  0.435
H47 -9.03 1.26 -2.39  0.034
C22 8.56 -6.14 -2.72  -0.753
S5 7.27 -6.90 -3.72  0.506
O8 7.74 -8.26 -4.11  -0.611
C23 7.47 -5.82 -5.15  -0.881
H48 8.64 -6.68 -1.78  0.299
H49 9.52 -6.19 -3.24  0.348
H50 8.30 -5.10 -2.51  0.165
H51 8.50 -5.89 -5.52  0.303
H52 7.25 -4.79 -4.87  0.312
H53 6.78 -6.14 -5.93  0.316
C24 -11.16 -1.97 -4.21  -0.898
S6 -9.77 -1.44 -5.24  0.436
O9 -9.30 -0.12 -4.71  -0.559
C25 -10.76 -1.12 -6.72  -0.944
H54 -10.78 -2.19 -3.21  0.302
H55 -11.90 -1.17 -4.15  0.272
H56 -11.61 -2.87 -4.63  0.389
H57 -11.53 -0.38 -6.50  0.286
H58 -11.21 -2.05 -7.06  0.382
H59 -10.09 -0.74 -7.49  0.316
C26 5.17 2.45 2.88  -0.600
S7 4.27 4.02 2.96  0.504
O10 4.54 4.75 1.68  -0.627
C27 5.31 4.75 4.24  -0.924
H60 4.72 1.83 2.10  0.052
H61 6.22 2.63 2.63  0.186
H62 5.10 1.94 3.84  0.447
H63 6.34 4.79 3.91  0.291
H64 5.23 4.16 5.16  0.338
H65 4.95 5.76 4.43  0.341

***

Entry 3:
The following is a DFT calculation (wB97M-V/def2-TZVPD) of a single C4H11NP2 molecule in a non-equilibrium geometry.

Summary:
Kohn-Sham gap, eV: 8.377
ΔE to the lowest compared entry with this formula, charge and spin, eV: 2.070
E_LUMO, Eh: 0.0006

Each line ends with the Mulliken charge.
CARTESIAN COORDINATES (ANGSTROEM)
C1 2.63 -0.28 0.69  -0.952
C2 -2.05 -0.75 -0.50  -0.874
C3 2.60 0.72 -0.43  -0.413
C4 -2.68 0.36 0.22  -0.550
N1 0.10 1.09 0.03  -0.120
P1 1.32 2.01 0.06  -0.094
P2 -1.71 1.95 0.14  0.033
H1 3.21 -1.13 0.45  0.328
H2 3.04 0.16 1.63  0.279
H3 1.45 -0.61 0.89  0.207
H4 -2.60 -1.22 -1.25  0.354
H5 -1.05 -0.36 -0.99  0.234
H6 -1.52 -1.41 0.18  0.260
H7 2.13 0.23 -1.33  0.241
H8 3.52 1.23 -0.73  0.349
H9 -2.97 0.13 1.26  0.408
H10 -3.59 0.70 -0.37  0.296
H11 -2.02 2.01 -1.14  0.013

***

Entry 4:
The following is a DFT calculation (wB97M-V/def2-TZVPD) of 11 unconnected molecules or ions with the total composition C26H44B5F26N8O6S2 in a non-equilibrium geometry.

Summary:
Kohn-Sham gap, eV: 4.378
ΔE to the lowest compared entry with this formula, charge and spin, eV: 15.240
E_LUMO, Eh: 0.0285
Charge: -3

Each line ends with the Mulliken charge.
CARTESIAN COORDINATES (ANGSTROEM)
C1 0.09 -0.18 0.21  -1.056
C2 -1.27 -0.25 -0.56  -0.424
N1 -1.47 -1.58 -1.03  0.196
C3 -0.79 -2.27 -1.99  -0.428
C4 -1.34 -3.55 -2.15  -0.327
N2 -2.37 -3.64 -1.31  0.112
C5 -2.48 -2.47 -0.66  -0.318
C6 -3.21 -4.85 -1.10  -0.834
H1 0.88 0.35 -0.31  0.330
H2 0.40 -1.16 0.57  0.357
H3 -0.03 0.51 1.04  0.339
H4 -1.31 0.42 -1.42  0.345
H5 -2.14 -0.04 0.07  0.331
H6 0.06 -1.91 -2.55  0.392
H7 -1.11 -4.41 -2.77  0.463
H8 -3.31 -2.30 0.01  0.457
H9 -4.23 -4.68 -1.44  0.397
H10 -3.39 -5.19 -0.08  0.362
H11 -3.01 -5.74 -1.70  0.308
C7 1.71 -0.92 -13.28  -1.075
C8 1.13 -0.21 -12.02  -0.487
N3 1.91 -0.24 -10.81  0.230
C9 2.24 -1.40 -10.14  -0.374
C10 3.03 -1.17 -9.07  -0.378
N4 3.09 0.20 -8.90  0.120
C11 2.37 0.74 -9.97  -0.128
C12 3.72 1.13 -7.96  -0.820
H12 2.34 -0.23 -13.82  0.317
H13 0.89 -1.19 -13.95  0.333
H14 2.21 -1.89 -13.25  0.364
H15 0.06 -0.36 -11.89  0.387
H16 1.10 0.81 -12.41  0.284
H17 2.05 -2.40 -10.51  0.396
H18 3.54 -1.83 -8.38  0.473
H19 2.21 1.78 -10.21  0.352
H20 3.23 2.10 -7.99  0.316
H21 4.76 1.35 -8.20  0.321
H22 3.46 0.78 -6.96  0.369
C13 5.62 -3.94 10.58  -1.031
C14 4.73 -3.35 11.69  -0.458
N5 3.50 -2.82 11.12  0.162
C15 2.28 -3.45 11.12  -0.230
C16 1.38 -2.73 10.28  -0.427
N6 2.06 -1.61 9.94  0.132
C17 3.35 -1.63 10.47  -0.167
C18 1.53 -0.33 9.40  -0.850
H23 5.34 -4.94 10.24  0.323
H24 6.65 -3.89 10.90  0.372
H25 5.76 -3.29 9.71  0.348
H26 5.15 -2.49 12.21  0.355
H27 4.36 -4.12 12.37  0.249
H28 2.18 -4.37 11.68  0.380
H29 0.34 -2.89 10.01  0.457
H30 4.10 -0.86 10.40  0.373
H31 1.41 -0.30 8.32  0.336
H32 2.17 0.52 9.65  0.314
H33 0.53 -0.10 9.77  0.362
C19 -3.76 8.43 1.78  -1.058
C20 -3.06 7.43 0.82  -0.530
N7 -2.96 7.77 -0.63  0.151
C21 -4.01 7.88 -1.55  -0.278
C22 -3.40 8.37 -2.73  -0.365
N8 -2.07 8.52 -2.50  0.144
C23 -1.80 8.06 -1.24  -0.154
C24 -1.08 9.13 -3.36  -0.798
H34 -4.82 8.51 1.54  0.333
H35 -3.45 9.45 1.56  0.332
H36 -3.72 8.34 2.87  0.356
H37 -3.45 6.42 0.92  0.395
H38 -2.01 7.36 1.10  0.297
H39 -4.98 7.59 -1.17  0.464
H40 -3.85 8.79 -3.61  0.387
H41 -0.88 8.26 -0.70  0.332
H42 -1.42 9.71 -4.21  0.304
H43 -0.39 8.36 -3.71  0.353
H44 -0.42 9.83 -2.86  0.335
B1 6.73 6.63 -3.42  0.629
F1 6.66 6.74 -4.79  -0.414
F2 5.59 6.05 -3.00  -0.377
F3 7.87 5.94 -2.95  -0.432
F4 6.98 7.87 -2.89  -0.406
B2 -11.46 -5.00 0.54  0.577
F5 -10.70 -5.17 -0.49  -0.350
F6 -12.56 -5.78 0.53  -0.407
F7 -10.71 -5.21 1.71  -0.435
F8 -11.91 -3.75 0.57  -0.384
B3 -6.45 -2.10 5.96  0.611
F9 -6.42 -2.90 4.79  -0.437
F10 -7.45 -2.42 6.74  -0.369
F11 -5.26 -1.88 6.54  -0.397
F12 -6.90 -0.88 5.61  -0.408
B4 -8.31 1.16 -0.92  0.620
F13 -8.49 0.88 0.38  -0.346
F14 -9.57 1.61 -1.41  -0.437
F15 -7.36 2.14 -1.04  -0.421
F16 -7.83 0.09 -1.66  -0.416
B5 1.12 -9.30 -6.65  0.634
F17 2.07 -10.27 -7.00  -0.413
F18 0.16 -9.17 -7.69  -0.419
F19 0.51 -9.76 -5.48  -0.398
F20 1.68 -8.05 -6.45  -0.404
C25 2.41 -6.46 3.08  0.564
F21 1.16 -6.22 3.59  -0.245
F22 2.49 -5.80 1.92  -0.240
F23 3.37 -6.03 3.91  -0.235
S1 2.52 -8.47 2.94  1.064
O1 2.72 -8.81 1.54  -0.625
O2 3.59 -8.70 3.89  -0.642
O3 1.22 -8.98 3.36  -0.643
C26 5.92 3.61 4.40  0.536
F24 4.89 3.21 5.15  -0.213
F25 7.17 3.35 5.01  -0.240
F26 5.95 2.88 3.24  -0.226
S2 5.66 5.52 3.86  1.071
O4 5.68 6.30 5.09  -0.666
O5 6.90 5.82 3.13  -0.643
O6 4.43 5.63 3.13  -0.619